(1)
Entry from OMol25: C18H35AlB3BrCl5F9KMgNO12P2Si as an isolated structure at a distorted geometry (the ωB97M-V functional and the def2-TZVPD basis).

The geometry in XYZ format:
```
90
Properties=species:S:1:pos:R:3:forces:R:3
Br -3.789687 5.703646 4.220313 -2.70 3.21 0.03
K 1.129169 0.955194 5.570039 -1.39 3.02 7.36
Cl 11.409531 -2.413623 -6.392258 -0.18 0.33 0.46
Cl -1.923482 -1.747128 0.651270 -0.07 -0.08 -0.06
Cl 11.428849 -2.108514 -3.498724 -0.06 0.12 -0.34
Cl 9.137123 -1.197012 -5.042424 0.32 -0.04 -0.06
Cl 11.665729 0.232601 -5.210077 -0.22 -0.41 0.08
P -2.922888 2.226573 0.355925 -0.67 -0.05 -1.28
P 5.876906 -0.962498 3.977599 2.33 -2.12 1.23
Si -1.269333 2.005500 1.846418 -1.86 -0.78 0.43
Al -2.470831 5.724160 -0.398927 0.94 0.75 -1.14
Mg 4.676518 3.335479 1.419302 2.77 0.01 0.85
F 4.782609 -0.264987 3.113579 -2.58 5.45 -3.72
F 5.653163 0.141719 5.054210 -2.48 5.67 1.09
F 6.118181 -1.658718 5.350116 1.70 -4.15 2.32
F 6.959614 -1.902972 3.370005 1.09 -5.00 -1.46
F -2.648721 4.289266 4.269094 2.66 -3.34 -0.20
F -7.970831 -1.983738 -1.436964 1.49 -0.72 1.50
F 4.821685 -2.065007 3.663463 -2.34 -4.71 1.03
F 6.923467 -0.021687 3.308639 1.59 5.62 -0.74
F -6.081341 -3.419302 -1.197365 -1.21 1.35 1.10
O -7.898805 -3.164591 2.780074 0.88 0.92 -1.34
O -6.999012 -2.219047 -6.058373 1.19 -0.15 0.23
O -5.224291 -2.359872 -4.772816 -0.39 -0.10 -0.89
O 7.433170 0.236575 0.063575 0.58 -0.77 -0.20
O -6.308410 -1.500587 0.218258 -0.05 0.21 2.00
O -0.041683 4.627827 2.756366 1.21 -3.19 -0.01
O -0.045013 -0.772735 2.139497 2.07 3.11 -1.02
O -6.143620 -0.918404 2.398351 -0.34 -0.57 -0.75
O -1.509269 2.780339 5.799924 -4.17 2.27 -8.90
O -5.287590 -3.615057 -6.693452 -0.54 1.19 1.02
O -7.739010 -3.331481 0.529384 0.53 0.94 1.61
O 0.219168 0.346472 -0.122648 -0.07 1.98 3.07
N 1.134014 3.473799 0.789246 1.37 1.08 1.59
C 1.708312 -0.314931 3.876924 0.31 -2.52 -4.16
C 8.152539 -0.708633 -0.255589 -0.58 0.71 0.21
C 8.386214 -1.059731 -1.700672 -0.42 0.51 -0.19
C -6.583586 -1.644561 1.521756 3.09 3.90 -0.91
C -2.076000 1.665254 3.560709 -1.57 0.14 2.07
C -8.349890 -3.991694 -7.039940 0.12 -0.28 0.17
C 8.832994 -1.558774 0.783682 -0.20 0.44 0.65
C -3.940753 0.576924 0.522353 -0.71 -0.80 0.32
C -4.052456 3.707392 0.817873 -1.77 -1.11 0.67
C 1.498362 4.872753 0.344211 1.51 1.05 -1.08
C -2.075727 2.934747 4.597681 4.95 -5.44 8.01
C -7.752816 -2.606766 -7.214283 -0.39 -0.33 -0.51
C -5.783189 -2.806726 -5.925510 -0.24 -0.45 -0.27
C -3.983090 -2.985253 -4.456247 0.40 -0.23 0.15
C 2.365138 2.985526 1.558671 -1.56 0.15 -0.22
C -7.460852 -2.767331 1.712491 -3.61 -4.61 0.83
C 1.412166 -0.891771 2.360534 1.17 -0.57 0.74
C 10.910334 -1.371625 -5.035851 0.21 -0.04 -0.23
B -0.003980 3.462659 1.807324 1.42 2.95 1.00
B -0.294366 0.397602 1.261097 1.15 -3.99 -2.60
B -7.024884 -2.562905 -0.495807 -0.46 -1.12 -4.01
H -3.558560 -2.477288 -3.585786 -0.36 0.03 -0.12
H -4.884559 0.723323 1.201341 1.56 -0.27 -1.38
H 0.424216 4.245745 3.580483 -1.21 1.27 -1.43
H -8.561757 -1.876118 -7.323383 0.30 0.03 0.29
H 1.737668 -2.025111 2.213502 -0.74 2.52 0.55
H 7.832853 -0.361582 -2.337800 0.14 -0.16 0.13
H 0.432032 1.259041 -0.479246 -0.64 -1.50 0.45
H -4.211093 0.124719 -0.542800 0.49 1.32 2.28
H -4.151430 -4.035032 -4.196837 0.10 0.16 -0.15
H -7.571595 -4.756052 -6.957039 -0.06 0.17 -0.13
H -4.418322 3.703742 1.937722 0.81 0.61 -2.22
H 8.028593 -2.073214 -1.899330 0.25 -0.01 0.05
H -7.134977 -2.540201 -8.117506 0.05 -0.10 0.27
H -5.023482 3.611553 0.150855 1.99 0.30 1.21
H 2.465818 4.757519 -0.346026 -2.07 0.31 1.17
H 0.691731 5.395225 -0.338865 1.54 -1.23 1.56
H 2.133463 1.970529 2.095222 0.92 1.74 -1.06
H 9.450600 -0.978837 -1.935269 -0.11 -0.21 0.08
H 2.067888 -0.255976 1.626758 -1.35 -1.24 1.08
H 9.917307 -1.500108 0.659851 -0.07 -0.16 -0.19
H 8.573634 -1.189021 1.781435 0.02 -0.15 -0.26
H -1.538029 0.761997 4.121129 -1.17 2.14 -0.87
H 0.957690 -0.884508 4.595567 1.65 0.70 -1.97
H -3.212291 1.316891 3.455230 2.29 0.80 0.02
H -8.942417 -4.042250 -6.120826 -0.03 0.12 -0.17
H 8.495226 -2.594448 0.695735 0.15 0.05 -0.11
H -3.272170 -2.901208 -5.284438 -0.22 -0.13 0.05
H 1.839585 5.590540 1.224318 -1.03 -1.39 -1.65
H 1.472304 0.850698 3.853428 1.13 -3.22 -2.91
H 2.835949 -0.527043 4.123585 -2.02 0.53 -0.22
H -3.513975 4.699948 0.497087 -1.90 -2.08 1.73
H 3.239672 2.890193 0.755278 -3.11 -0.87 0.13
H 2.690196 3.843248 2.310169 -0.40 -1.43 -0.81
H -3.281626 -0.264187 1.054435 -1.18 1.84 -1.05
H -8.989687 -4.247073 -7.890004 0.06 0.09 0.11
```
Positions in Å, forces in eV/Å.

For the max |F|, the calculation gives 10.9 eV/Å. For the gap between HOMO and LUMO, the calculation gives 1.523 eV. The total energy comes out at -259228.1361 eV. Its HOMO energy is -12.4 eV. The charge is +2.

Okay, here come the Mulliken numbers, in e, for every atom:
1. Br 0.18
2. K 1.02
3. Cl -0.08
4. Cl -0.21
5. Cl -0.11
6. Cl -0.10
7. Cl -0.09
8. P -0.01
9. P 0.87
10. Si 0.13
11. Al 0.60
12. Mg 0.91
13. F -0.26
14. F -0.34
15. F -0.34
16. F -0.27
17. F 0.12
18. F -0.35
19. F -0.33
20. F -0.28
21. F -0.35
22. O -0.51
23. O -0.34
24. O -0.27
25. O -0.54
26. O -0.26
27. O -0.54
28. O -0.72
29. O -0.63
30. O -0.47
31. O -0.56
32. O -0.41
33. O -0.49
34. N 0.00
35. C -1.45
36. C 0.77
37. C -0.85
38. C 0.88
39. C -0.07
40. C -1.10
41. C -0.89
42. C -0.46
43. C -0.60
44. C -0.66
45. C 0.18
46. C -0.16
47. C 0.71
48. C -0.60
49. C -0.79
50. C 0.30
51. C -0.16
52. C 0.37
53. B 0.19
54. B 0.70
55. B 0.57
56. H 0.12
57. H 0.27
58. H 0.27
59. H 0.29
60. H 0.41
61. H 0.31
62. H 0.33
63. H 0.47
64. H 0.30
65. H 0.31
66. H 0.25
67. H 0.41
68. H 0.31
69. H 0.49
70. H 0.23
71. H 0.10
72. H -0.25
73. H 0.12
74. H 0.15
75. H 0.35
76. H 0.16
77. H 0.36
78. H 0.48
79. H 0.47
80. H 0.29
81. H 0.35
82. H 0.34
83. H 0.28
84. H 0.29
85. H 0.63
86. H 0.18
87. H 0.29
88. H 0.58
89. H -0.14
90. H 0.36

=====

(2)
Entry from OMol25: the molecule C18H35FI2N2O6 at a distorted geometry (the ωB97M-V functional and the def2-TZVPD basis).

The geometry in XYZ format:
```
64
Properties=species:S:1:pos:R:3:forces:R:3
I -0.690551 4.344703 -1.681420 -0.43 -0.74 -0.30
I -6.762290 0.645422 1.099720 0.64 0.31 -0.39
F -1.161358 -1.349426 -2.199067 -0.28 1.26 1.58
O 1.358559 -1.576592 -1.848051 -0.92 -0.82 2.01
O -1.982675 -1.115836 1.377767 -0.12 -1.59 -0.80
O -1.277586 0.548389 -0.678674 -0.79 -1.21 -1.73
O 2.552063 0.712761 -1.030022 2.24 0.21 1.07
O 0.083945 2.482083 -3.849558 -3.70 0.93 3.66
O 5.252897 0.676623 -0.472049 0.15 1.21 0.77
N 1.184407 0.614370 -1.017305 -2.09 -0.89 -1.05
N 1.218354 0.304790 4.262602 -0.99 -0.71 0.15
C 1.272442 -1.186437 0.693767 0.99 0.46 0.27
C -2.371189 1.043968 -1.456053 -1.55 1.31 -0.15
C 0.556826 -0.608315 3.234753 -0.07 0.93 0.23
C 3.005180 1.894446 -0.327941 0.35 1.50 -0.69
C 0.952062 -0.025480 1.794036 0.17 -0.43 0.07
C -1.966891 1.506307 -2.963489 -1.50 0.24 0.98
C 1.495873 -2.982428 -1.547378 1.23 -1.44 -1.45
C -5.210233 1.742385 0.038167 0.96 1.59 -0.81
C 0.758365 -0.820078 -0.776829 0.71 1.36 0.55
C 3.023851 -3.367790 -1.126607 -0.66 -0.76 -0.41
C -1.578190 -1.796492 0.164181 -1.66 0.25 -1.59
C 4.562940 1.843339 0.077215 0.68 0.41 0.64
C -3.723249 0.159292 -1.423089 -0.40 1.47 -1.10
C -0.832792 2.623656 -2.993438 3.18 -2.43 -4.03
C 4.812328 1.945131 1.668851 0.13 -0.12 0.01
C -2.789659 -2.038798 2.156791 -0.40 -0.38 0.84
C -0.885397 -0.789752 -0.912448 1.63 -1.32 1.62
C -4.968315 1.210168 -1.478550 -0.08 -1.41 1.45
H 1.493939 -0.280963 5.061961 -0.23 0.56 -0.32
H -4.255551 1.685876 0.673159 -1.47 -0.12 -0.95
H 2.374314 2.178055 0.577482 0.69 -0.79 -1.13
H 0.907598 0.764406 -2.014565 0.23 0.07 0.87
H 3.045012 -3.740154 -0.049710 0.27 0.83 -1.31
H -2.562062 -2.127763 -0.351014 1.57 0.31 0.55
H -4.787617 2.057063 -2.219544 -0.34 -1.09 1.08
H -0.568886 -0.544289 3.463630 1.58 -0.51 -0.91
H 5.942004 2.036904 1.895360 -1.72 -0.04 -0.49
H -3.806726 -1.596986 2.446473 1.47 -0.24 -0.58
H -1.766972 0.614048 -3.652831 0.37 1.50 1.05
H -2.928320 1.999991 -3.378466 1.51 -0.58 0.63
H 4.452135 1.029578 2.247007 0.29 1.09 -0.98
H 6.203787 0.883098 -0.304474 -1.07 -0.45 -0.27
H 0.471255 0.943726 4.599301 0.95 -0.57 -0.13
H 1.325687 -3.539316 -2.546244 0.02 1.04 1.51
H -2.230086 -2.252802 3.138176 -0.81 0.01 -1.49
H -3.023627 -3.003223 1.572064 0.55 1.36 1.01
H -3.861404 -0.432623 -0.460196 0.49 0.65 -1.40
H 0.725298 -3.405610 -0.824528 1.01 0.82 -0.77
H -5.905281 0.599292 -1.734349 1.36 1.16 -0.06
H 5.103162 2.757473 -0.375893 -1.16 -1.13 0.62
H 4.288845 2.857512 2.116696 0.71 -1.16 -0.71
H 0.171863 0.721985 1.434328 0.89 -1.18 0.38
H 2.904743 2.778699 -1.069567 0.06 -1.24 1.12
H 1.919435 0.583532 1.954005 -1.56 -1.10 -0.20
H 2.426553 -1.208500 0.633630 -1.85 -0.09 -0.17
H 3.371175 -4.257303 -1.778487 -0.61 1.37 1.02
H 0.921987 -1.674735 3.408328 -0.45 1.37 -0.44
H -5.528270 2.851252 0.039954 0.31 -1.88 0.05
H -2.682182 2.041720 -0.954755 0.86 -1.60 -0.47
H 0.976031 -2.229288 1.062087 0.12 1.58 -0.59
H 3.739297 -2.512191 -1.351383 -1.08 -0.96 0.61
H -3.766844 -0.468723 -2.375739 0.10 0.42 1.54
H -0.980007 -2.750155 0.332224 -0.48 1.41 -0.04
```
Positions in Å, forces in eV/Å.

For the max |F|, the calculation gives 5.7 eV/Å. For the gap between HOMO and LUMO, the calculation gives 9.105 eV. The SMILES is CCO[C@@](CCCN)(NOC[C@@H](C)O)[C@@](F)(COC)O[C@H](CCCI)CC(=O)I. The total energy comes out at -53409.8485 eV. Its HOMO energy is -9.0 eV.

Okay, here come the Mulliken numbers, in e, for every atom:
1. I -0.02
2. I -0.01
3. F -0.43
4. O -0.50
5. O -0.18
6. O -0.24
7. O -0.40
8. O -0.51
9. O -0.50
10. N 0.06
11. N -0.64
12. C -1.07
13. C -0.29
14. C -0.55
15. C -0.33
16. C 0.09
17. C 0.00
18. C 0.02
19. C -0.87
20. C 0.30
21. C -0.97
22. C -1.72
23. C 0.29
24. C -0.19
25. C -0.04
26. C -1.13
27. C -0.76
28. C 1.57
29. C -0.58
30. H 0.25
31. H 0.27
32. H 0.22
33. H 0.00
34. H 0.24
35. H 0.66
36. H 0.24
37. H 0.12
38. H 0.36
39. H 0.22
40. H 0.19
41. H 0.41
42. H 0.24
43. H 0.33
44. H 0.25
45. H 0.41
46. H 0.27
47. H 0.35
48. H -0.04
49. H -0.03
50. H 0.42
51. H 0.25
52. H 0.30
53. H 0.17
54. H 0.25
55. H 0.03
56. H 0.44
57. H 0.34
58. H 0.33
59. H 0.46
60. H 0.36
61. H 0.47
62. H 0.22
63. H 0.32
64. H 0.34